P.
ORCA calculation (wB97M-V/def2-TZVPD) on a 7-piece molecular cluster, C4H23NO7 overall.

Its charge is 0. The lowest unoccupied orbital energy comes out at 0.121 eV. Its SMILES is COC[C@H](C)N.O.O.O.O.O.O. For the HOMO-LUMO gap, the calculation gives 9.8861 eV.

Structure (XYZ):
```
35
C4H23NO7 (wB97M-V/def2-TZVPD)
O 14.0531 -5.1288 -10.3384
H 13.7590 -5.3686 -9.4597
H 13.9008 -5.9136 -10.8650
O 5.1381 -3.8865 -16.5595
H 5.9288 -4.3707 -16.3217
H 5.1170 -3.1478 -15.9511
O 12.1517 -0.4769 -7.8834
H 12.6268 -0.1833 -8.6608
H 12.1723 0.2749 -7.2913
O 9.0676 -2.5815 -11.6255
H 9.5660 -2.9444 -12.3577
H 9.6969 -2.5370 -10.9055
O 10.9876 -4.3271 -15.8170
H 11.1550 -3.8894 -16.6517
H 11.2326 -5.2395 -15.9711
O 5.2986 0.2286 -13.5474
H 5.9809 -0.3775 -13.2585
H 5.6920 1.0960 -13.4521
C 13.1314 1.8197 -15.7488
C 14.4564 1.1368 -15.5482
C 15.7062 2.0255 -15.5853
O 16.2270 2.4904 -16.8616
C 16.4555 1.5380 -17.9311
N 14.3072 0.5129 -14.2650
H 13.0346 2.6331 -15.0297
H 12.3281 1.0976 -15.8953
H 13.3437 2.1973 -16.7491
H 14.4716 0.3035 -16.2507
H 16.5145 1.4554 -15.1272
H 15.5777 2.8966 -14.9428
H 15.5446 0.9491 -18.0391
H 17.2035 0.7879 -17.6741
H 16.5235 1.9074 -18.9543
H 13.5819 -0.1564 -14.4796
H 14.9870 -0.2304 -14.1912
```

Here are the natural (NBO) charges for atoms 1 to 8, given in e:
1 O -0.935
2 H 0.469
3 H 0.466
4 O -0.936
5 H 0.466
6 H 0.470
7 O -0.937
8 H 0.469

---

Q.
ORCA calculation (wB97M-V/def2-TZVPD) on a 7-piece molecular cluster, C4H23NO7 overall.

Its charge is 0. The lowest unoccupied orbital energy comes out at 0.386 eV. Its SMILES is COC[C@H](C)N.O.O.O.O.O.O. For the HOMO-LUMO gap, the calculation gives 9.6467 eV.

Structure (XYZ):
```
35
C4H23NO7 (wB97M-V/def2-TZVPD)
C 6.0300 4.2053 6.6264
C 5.1148 3.5316 7.5866
C 5.4835 3.7084 9.0983
O 6.8026 3.2795 9.3689
C 7.1124 3.4930 10.7571
N 3.7350 3.9780 7.2899
H 5.9449 5.2209 6.8608
H 5.6939 3.8463 5.6234
H 7.0438 3.8165 6.7159
H 5.0195 2.4560 7.4143
H 4.7548 3.0550 9.6054
H 5.3954 4.7688 9.4399
H 8.1106 3.0968 11.1393
H 6.2974 3.1062 11.4022
H 7.2840 4.5844 10.8846
H 2.9188 3.3074 7.2087
H 3.4464 4.7215 7.9584
O 11.5469 2.9383 7.2858
H 12.2646 3.5162 7.6636
H 11.6464 3.1756 6.3629
O 9.7628 4.0823 8.9685
H 8.8553 4.0177 8.6922
H 10.2902 3.7501 8.2176
O 10.0038 3.9330 4.2778
H 10.1352 4.5434 5.0714
H 9.9450 4.5276 3.5404
O 12.0921 3.8746 10.3247
H 11.1907 3.5240 10.0603
H 11.7708 4.5748 10.8740
O 13.0710 4.4909 5.8322
H 13.8980 4.0436 6.0289
H 13.1887 4.9748 5.0515
O 14.0629 3.6048 8.4161
H 13.3264 3.5958 9.0327
H 14.2352 4.5815 8.3604
```

Here are the natural (NBO) charges for atoms 1 to 8, given in e:
1 C -0.614
2 C -0.057
3 C -0.071
4 O -0.563
5 C -0.270
6 N -0.870
7 H 0.204
8 H 0.224

---

Unit: kcal/mol. Relative energies: P 28.1; Q 0.0.